DFT (ωB97M-V/def2-TZVPD) results for a gas-phase ion, C6H12N (charge +2).

## Properties
2S+1: 2
Energy above the lowest of the compared OMol25 structures with the same formula, charge and spin (eV): 0.626
Gap between HOMO and LUMO (alpha / beta) (eV): 8.6488 / 8.3188
Net charge: +2
⟨S²⟩: 0.78
Total energy (eV): -7885.55569

Positions of all 19 atoms, in Å:
C: -1.078 1.740 0.229
C: -1.375 0.771 -0.883
C: -0.457 -0.466 -0.962
C: 0.908 -0.429 -0.863
C: 1.744 -1.499 -0.402
C: 1.351 -2.685 0.229
N: -0.336 1.265 1.524
H: -1.867 2.358 0.653
H: -0.431 2.571 -0.131
H: -2.412 0.420 -0.790
H: -1.276 1.133 -1.938
H: -0.935 -1.431 -1.151
H: 1.352 0.567 -0.959
H: 2.795 -1.430 -0.719
H: 0.467 -3.224 -0.108
H: 1.973 -3.152 0.987
H: -0.324 2.019 2.211
H: 0.616 1.088 1.204
H: -0.717 0.384 1.870